No. 1
{"formula": "C5H15NO", "method": "ωB97M-V/def2-TZVPD", "elements": ["C", "C", "C", "C", "C", "N", "H", "H", "H", "H", "H", "H", "H", "H", "H", "H", "H", "H", "H", "O", "H", "H"], "coordinates": [[2.18, -1.19, -1.63], [1.14, -0.68, -0.47], [-0.23, -1.57, -0.26], [0.95, 0.83, -0.62], [0.09, 1.28, 0.62], [0.69, 1.06, -2.02], [2.85, -0.38, -1.85], [1.66, -1.57, -2.56], [2.68, -2.15, -1.34], [1.66, -0.82, 0.45], [-0.76, -1.49, 0.80], [-1.05, -1.16, -0.83], [-0.19, -2.60, -0.72], [1.90, 1.25, -0.34], [0.12, 0.41, 1.42], [0.58, 2.03, 1.25], [-0.96, 1.38, 0.42], [-0.03, 0.31, -2.18], [0.28, 1.96, -1.94], [-3.73, 0.27, 3.60], [-3.97, 1.07, 4.05], [-4.50, 0.16, 2.85]], "e_homo_ev": -9.530, "gap_ev": 10.22, "smiles": "CC(C)[C@H](C)N.O", "lumo_ha": 0.025}

***

No. 2
{"formula": "C19H23N3O3S", "method": "ωB97M-V/def2-TZVPD", "elements": ["C", "S", "C", "C", "C", "N", "C", "O", "O", "C", "C", "C", "C", "C", "C", "C", "C", "O", "N", "C", "C", "C", "C", "C", "N", "C", "H", "H", "H", "H", "H", "H", "H", "H", "H", "H", "H", "H", "H", "H", "H", "H", "H", "H", "H", "H", "H", "H", "H"], "coordinates": [[2.16, 3.33, -3.46], [3.91, 2.88, -3.28], [3.87, 2.28, -1.56], [3.36, 0.85, -1.48], [2.98, 0.47, -0.04], [1.89, 1.30, 0.47], [0.67, 1.43, -0.08], [0.33, 1.00, -1.17], [-0.13, 2.15, 0.72], [-1.52, 2.12, 0.43], [-2.26, 1.13, 1.30], [-3.65, 1.16, 1.33], [-4.35, 0.27, 2.11], [-3.68, -0.66, 2.88], [-2.29, -0.71, 2.85], [-1.59, 0.18, 2.06], [2.63, -1.02, 0.10], [3.23, -1.75, 0.86], [1.62, -1.42, -0.70], [1.05, -2.75, -0.63], [-0.40, -2.72, -0.22], [-0.88, -3.54, 0.79], [-2.23, -3.52, 1.11], [-3.06, -2.66, 0.40], [-2.61, -1.85, -0.55], [-1.33, -1.89, -0.85], [2.00, 3.59, -4.50], [1.94, 4.20, -2.83], [1.52, 2.50, -3.18], [3.24, 2.96, -0.99], [4.89, 2.35, -1.19], [2.48, 0.74, -2.12], [4.12, 0.16, -1.83], [3.84, 0.65, 0.62], [1.99, 1.67, 1.40], [-1.90, 3.13, 0.62], [-1.66, 1.87, -0.63], [-4.17, 1.89, 0.73], [-5.43, 0.30, 2.13], [-4.23, -1.36, 3.50], [-1.76, -1.44, 3.44], [-0.51, 0.13, 2.04], [1.11, -0.72, -1.23], [1.64, -3.32, 0.08], [1.13, -3.22, -1.62], [-0.21, -4.20, 1.32], [-2.63, -4.15, 1.88], [-4.12, -2.60, 0.60], [-1.02, -1.21, -1.64]], "e_homo_ev": -8.537, "gap_ev": 9.17, "smiles": "CSCC[C@@H](NC(=O)OCc1ccccc1)C(=O)NCc1cccnc1", "lumo_ha": 0.023}

***

No. 3
{"formula": "C29H30N6O7PbSSi", "method": "ωB97M-V/def2-TZVPD", "elements": ["Pb", "C", "Si", "C", "C", "C", "C", "C", "C", "N", "C", "S", "H", "H", "H", "H", "H", "H", "H", "H", "H", "H", "H", "H", "O", "C", "C", "C", "C", "C", "C", "C", "C", "N", "H", "H", "H", "H", "H", "H", "H", "H", "H", "H", "H", "N", "C", "C", "C", "C", "N", "C", "C", "H", "H", "H", "H", "O", "C", "O", "C", "C", "C", "C", "C", "C", "N", "O", "O", "N", "O", "O", "H", "H", "H"], "coordinates": [[0.20, 0.86, -0.90], [-3.07, 0.07, 4.86], [-3.76, 1.04, 3.41], [-5.61, 1.35, 3.47], [-2.77, 2.64, 3.15], [-3.46, 0.08, 1.76], [-4.50, -0.55, 1.06], [-4.28, -1.10, -0.19], [-3.04, -0.94, -0.79], [-2.03, -0.35, -0.16], [-2.24, 0.07, 1.10], [-0.71, 0.47, 1.94], [-3.32, 0.58, 5.79], [-1.99, -0.01, 4.81], [-3.49, -0.93, 4.93], [-5.83, 2.15, 4.17], [-6.16, 0.47, 3.79], [-6.00, 1.67, 2.50], [-3.26, 3.49, 3.63], [-2.66, 2.89, 2.09], [-1.78, 2.56, 3.60], [-5.49, -0.62, 1.51], [-5.07, -1.63, -0.72], [-2.85, -1.30, -1.79], [2.43, 2.43, -2.45], [3.72, 2.56, -1.82], [4.58, 1.33, -2.04], [3.96, 0.02, -1.50], [3.09, -0.69, -2.51], [3.72, -1.54, -3.41], [3.00, -2.18, -4.40], [1.63, -1.95, -4.48], [1.07, -1.12, -3.54], [1.76, -0.51, -2.56], [2.58, 2.13, -3.36], [3.52, 2.70, -0.75], [4.22, 3.45, -2.21], [5.53, 1.51, -1.53], [4.81, 1.23, -3.10], [3.41, 0.22, -0.58], [4.78, -0.65, -1.25], [4.79, -1.68, -3.35], [3.49, -2.85, -5.10], [1.02, -2.42, -5.23], [0.00, -0.93, -3.56], [0.37, 8.73, -0.89], [0.25, 7.59, -0.82], [0.10, 6.17, -0.73], [0.48, 5.48, 0.42], [0.33, 4.11, 0.43], [-0.16, 3.41, -0.60], [-0.51, 4.08, -1.70], [-0.41, 5.45, -1.81], [0.88, 6.00, 1.27], [0.60, 3.54, 1.32], [-0.90, 3.49, -2.53], [-0.71, 5.96, -2.72], [-0.20, -1.15, 1.99], [0.84, -1.52, 1.25], [1.56, -0.72, 0.67], [0.95, -3.00, 1.10], [1.14, -3.92, 2.12], [1.15, -5.26, 1.79], [0.94, -5.73, 0.51], [0.70, -4.79, -0.47], [0.73, -3.43, -0.20], [0.38, -5.21, -1.85], [-0.18, -4.39, -2.56], [0.67, -6.34, -2.17], [1.36, -6.25, 2.88], [1.40, -5.81, 4.01], [1.48, -7.41, 2.54], [1.30, -3.63, 3.15], [0.95, -6.79, 0.29], [0.57, -2.73, -1.01]], "total_charge": 2, "e_homo_ev": -14.937, "gap_ev": 8.28, "lumo_ha": -0.245}

***

No. 4
{"formula": "C2H4N4", "method": "ωB97M-V/def2-TZVPD", "elements": ["C", "N", "N", "C", "N", "N", "H", "H", "H", "H"], "coordinates": [[-0.12, -0.22, -1.30], [1.06, -0.41, -0.86], [1.24, -0.11, 0.46], [0.07, -0.12, 1.21], [-1.17, 0.31, 1.01], [-1.04, 0.58, -0.56], [-0.52, -0.49, -2.23], [2.03, -0.47, 1.09], [0.10, -0.01, 2.44], [-1.89, 0.47, -1.03]], "e_homo_ev": -8.220, "gap_ev": 9.03, "smiles": "C1=NNC=NN1", "lumo_ha": 0.030}

***

No. 5
{"formula": "C33H38AuBF3N2O2Te", "method": "ωB97M-V/def2-TZVPD", "elements": ["Au", "C", "Te", "C", "C", "C", "C", "C", "C", "C", "H", "H", "H", "H", "H", "H", "H", "H", "C", "C", "C", "C", "C", "C", "C", "C", "O", "B", "O", "C", "C", "H", "H", "H", "H", "H", "H", "H", "H", "H", "H", "H", "H", "F", "C", "F", "F", "C", "C", "C", "C", "C", "C", "C", "C", "H", "H", "H", "H", "C", "C", "N", "C", "C", "C", "C", "N", "H", "H", "H", "H", "H", "H", "H", "H", "H", "H", "H", "H", "H", "H"], "coordinates": [[0.88, 0.06, -1.66], [-0.44, -3.45, 2.78], [-0.46, -2.28, 0.94], [1.16, -3.63, 0.57], [0.75, -4.93, 1.21], [1.11, -6.17, 0.72], [0.64, -7.33, 1.32], [-0.22, -7.25, 2.41], [-0.58, -6.00, 2.91], [-0.09, -4.84, 2.33], [-1.35, -3.40, 3.36], [0.38, -3.04, 3.38], [2.05, -3.21, 1.04], [1.33, -3.71, -0.50], [1.76, -6.24, -0.15], [0.92, -8.30, 0.93], [-0.61, -8.15, 2.87], [-1.26, -5.93, 3.76], [5.22, 8.07, -2.50], [5.04, 6.94, -1.47], [4.38, 7.54, -0.22], [6.44, 6.41, -1.10], [4.19, 5.79, -2.01], [3.75, 5.74, -3.33], [2.97, 4.68, -3.82], [2.65, 3.68, -2.95], [1.90, 2.56, -3.14], [1.85, 1.85, -1.90], [2.62, 2.62, -0.97], [3.09, 3.71, -1.63], [3.85, 4.74, -1.14], [5.82, 8.86, -2.06], [4.26, 8.49, -2.79], [5.73, 7.72, -3.40], [4.92, 8.43, 0.10], [4.38, 6.83, 0.61], [3.35, 7.81, -0.43], [7.06, 7.21, -0.70], [6.93, 5.99, -1.98], [6.37, 5.62, -0.35], [4.00, 6.54, -4.01], [2.63, 4.66, -4.85], [4.18, 4.73, -0.11], [-1.90, -7.21, -6.80], [-0.93, -6.33, -7.11], [0.17, -7.06, -7.41], [-1.32, -5.73, -8.26], [-0.68, -5.34, -6.02], [-1.67, -4.41, -5.72], [-1.49, -3.51, -4.68], [-0.31, -3.53, -3.93], [0.68, -4.46, -4.25], [0.49, -5.37, -5.28], [-0.12, -2.60, -2.85], [-0.04, -1.84, -1.90], [-2.59, -4.39, -6.29], [-2.25, -2.79, -4.44], [1.59, -4.48, -3.67], [1.27, -6.08, -5.52], [-2.33, 2.28, -3.03], [-2.86, 2.34, -1.60], [-2.00, 3.09, -0.69], [-1.86, 4.51, -0.95], [-0.58, 4.92, -1.68], [-1.36, 2.42, 0.33], [-0.41, 3.23, 1.18], [-1.55, 1.17, 0.48], [-2.98, 1.64, -3.63], [-1.32, 1.86, -3.04], [-2.30, 3.26, -3.50], [-2.94, 1.34, -1.20], [-3.86, 2.80, -1.58], [-1.94, 5.07, -0.01], [-2.73, 4.80, -1.55], [0.30, 4.75, -1.06], [-0.61, 5.99, -1.93], [-0.46, 4.36, -2.60], [-0.83, 4.19, 1.49], [0.52, 3.41, 0.64], [-0.17, 2.65, 2.07], [-1.00, 0.80, 1.25]], "total_charge": -1, "e_homo_ev": -4.740, "gap_ev": 7.05, "lumo_ha": 0.085}

***

No. 6
{"formula": "CBr2N2O", "method": "ωB97M-V/def2-TZVPD", "elements": ["C", "N", "N", "O", "Br", "Br"], "coordinates": [[-1.20, 0.20, -0.70], [0.68, 0.45, 0.29], [1.66, -0.04, 0.21], [2.64, -0.61, 0.07], [-1.49, -1.51, 0.04], [-2.30, 1.51, 0.09]], "e_homo_ev": -9.154, "gap_ev": 8.07, "lumo_ha": -0.040}